[1]
15
Properties=species:S:1:pos:R:3:mulliken_charge:R:1 method="wB97M-V/def2-TZVPD" total_energy_ha=-362.4606 largest_force_ev_per_a=4.1 orbital_gap_ev=8.02 spin_multiplicity=1 homo_energy_ev=-3.97 smiles="NCCCC(=O)[O-]" charge=-1 de_lowest_kcal_mol=39.91
O 1.74 0.65 -0.92 -0.75
C 1.36 -0.55 -0.82 0.52
O 2.02 -1.55 -1.19 -0.73
C -0.08 -0.87 -0.52 -0.56
C -1.22 0.18 -0.12 -0.52
C -1.69 0.31 1.33 -0.38
N -1.68 1.63 1.93 -0.65
H -0.40 -1.53 -1.32 0.27
H -0.07 -1.34 0.49 0.11
H -0.47 0.98 -0.25 0.25
H -2.00 0.46 -0.82 0.44
H -0.83 -0.19 1.81 0.30
H -2.66 -0.21 1.48 0.23
H -1.93 2.31 1.21 0.23
H -0.82 1.97 2.32 0.26



[2]
15
Properties=species:S:1:pos:R:3:mulliken_charge:R:1 method="wB97M-V/def2-TZVPD" total_energy_ha=-362.4935 largest_force_ev_per_a=0.8 orbital_gap_ev=7.82 spin_multiplicity=1 homo_energy_ev=-3.86 charge=-1 de_lowest_kcal_mol=19.29
O -1.50 -1.12 -1.21 -0.64
C -0.94 -0.76 -2.24 -0.02
O -0.19 0.24 -2.43 -0.74
H -1.06 -1.41 -3.16 0.39
C 0.90 -0.87 2.78 -1.08
C 0.59 -0.29 1.43 0.01
C 0.61 1.02 1.19 -0.25
N 0.41 1.66 -0.02 -0.41
H 1.44 -0.15 3.40 0.31
H 0.00 -1.16 3.34 0.22
H 1.49 -1.79 2.71 0.28
H 0.27 -0.96 0.64 0.25
H 0.89 1.70 2.00 0.23
H 0.05 2.59 0.08 0.19
H -0.04 1.10 -0.78 0.27



[3]
15
Properties=species:S:1:pos:R:3:mulliken_charge:R:1 method="wB97M-V/def2-TZVPD" total_energy_ha=-362.3383 largest_force_ev_per_a=3.8 orbital_gap_ev=6.69 spin_multiplicity=1 homo_energy_ev=-2.85 smiles="CCCC=[N+]([O-])[O-]" charge=-1 de_lowest_kcal_mol=116.68
C -2.20 0.22 -0.80 -0.59
C 1.38 -0.17 0.73 -0.86
C -0.76 -0.07 -0.90 -0.61
C 0.09 0.50 0.21 -0.20
N -2.80 1.06 -1.59 0.85
O -4.01 1.38 -1.46 -0.79
O -2.10 1.64 -2.52 -0.77
H -2.79 -0.56 -0.22 0.26
H 2.23 0.51 0.55 0.23
H 1.31 -0.40 1.83 0.25
H 1.54 -1.20 0.19 0.24
H -0.51 0.29 -1.97 0.24
H -0.52 -1.12 -0.94 0.36
H 0.36 1.52 -0.16 0.18
H -0.49 0.47 1.24 0.21



[4]
15
Properties=species:S:1:pos:R:3:mulliken_charge:R:1 method="wB97M-V/def2-TZVPD" total_energy_ha=-362.3786 largest_force_ev_per_a=3.0 orbital_gap_ev=7.50 spin_multiplicity=1 homo_energy_ev=-3.27 charge=-1 de_lowest_kcal_mol=91.40
O 0.69 1.95 -0.69 -0.70
C -0.35 1.29 -0.66 -0.13
C -0.53 0.24 0.56 0.16
C 0.54 0.32 1.72 -1.04
N -0.55 -1.13 -0.04 -0.54
C -0.02 -1.12 -1.47 -0.32
O -0.25 0.09 -2.10 -0.64
H -1.16 1.54 -1.26 0.45
H -1.56 0.36 0.97 0.24
H 1.39 -0.47 1.58 0.22
H 0.42 0.31 2.85 0.27
H 0.97 1.32 1.48 0.27
H 0.08 -1.69 0.60 0.25
H 1.07 -1.24 -1.59 0.19
H -0.75 -1.75 -1.95 0.32



[5]
15
Properties=species:S:1:pos:R:3:mulliken_charge:R:1 method="wB97M-V/def2-TZVPD" total_energy_ha=-362.4042 largest_force_ev_per_a=2.3 orbital_gap_ev=7.83 spin_multiplicity=1 homo_energy_ev=-4.18 charge=-1 de_lowest_kcal_mol=75.32
C 0.63 -0.71 -0.72 -0.93
C 1.68 0.08 0.00 0.75
C 1.36 0.41 1.45 -1.15
N 2.79 0.49 -0.54 -0.83
C -3.40 -0.08 -0.61 0.02
O -2.53 -0.98 -0.68 -0.65
O -4.11 0.25 0.35 -0.62
H 0.51 -1.70 -0.31 0.31
H -0.35 -0.24 -0.63 0.20
H 0.89 -0.84 -1.77 0.34
H 2.17 1.39 -0.41 0.26
H 1.45 -0.47 2.10 0.28
H 0.36 0.80 1.58 0.35
H 2.10 1.16 1.78 0.41
H -3.54 0.45 -1.60 0.28



[6]
15
Properties=species:S:1:pos:R:3:mulliken_charge:R:1 method="wB97M-V/def2-TZVPD" total_energy_ha=-362.1209 largest_force_ev_per_a=4.1 orbital_gap_ev=11.21 spin_multiplicity=1 homo_energy_ev=-14.36 charge=+1 de_lowest_kcal_mol=58.11
C 0.82 1.61 0.57 0.03
C -3.02 -0.42 -0.24 0.05
C 0.18 0.50 0.80 -0.44
C 0.66 -1.77 -0.19 -0.75
N -0.06 -0.40 -0.37 -0.05
O -4.11 -0.25 -0.12 -0.06
O 1.10 2.01 -0.71 -0.47
H 1.20 2.38 1.40 0.29
H -0.13 0.42 1.83 0.40
H -0.04 -2.27 0.51 0.34
H 0.60 -2.06 -1.24 0.36
H 1.74 -1.70 0.12 0.29
H -1.19 -0.32 -0.43 0.20
H 0.27 -0.05 -1.25 0.46
H 1.99 2.31 -0.67 0.35